# C27H68ClNO22S5

9 unconnected molecules or ions with the total composition C27H68ClNO22S5 at a distorted geometry (ωB97M-V/def2-TZVPD, OMol25).

Computed properties:
calculated total energy = -142317.85542 eV
frontier orbital gap = 4.83 eV

```
124
Properties=species:S:1:pos:R:3:lowdin_charge:R:1
C -5.664 -1.272 6.989 -0.040
C -6.969 -0.562 7.269 -0.261
C -7.915 -0.147 6.088 -0.146
O -9.114 0.302 6.712 -0.193
C -10.236 0.459 5.842 -0.084
N -7.736 -1.412 8.308 0.230
H -7.127 -1.439 9.113 0.162
H -8.671 -1.173 8.607 0.164
H -7.727 -2.391 8.059 0.162
H -4.990 -1.416 7.833 0.095
H -5.080 -0.865 6.163 0.109
H -5.742 -2.306 6.653 0.091
H -6.725 0.327 7.852 0.152
H -8.089 -1.034 5.480 0.136
H -7.440 0.624 5.480 0.145
H -10.836 -0.431 5.649 0.088
H -10.011 0.864 4.856 0.096
H -11.002 1.115 6.255 0.093
Cl 1.482 0.484 1.079 0.590
O 0.222 0.938 0.582 -0.409
O 2.187 -0.019 -0.037 -0.372
O 2.134 1.654 1.583 -0.397
O 1.230 -0.478 2.177 -0.412
C 1.688 -1.369 -8.195 -0.188
C 1.979 -2.779 -7.636 -0.142
C 0.947 -2.864 -6.448 -0.204
O 0.115 -1.729 -6.558 -0.149
C 0.920 -0.665 -7.102 -0.190
H 1.174 -1.509 -9.146 0.106
H 2.586 -0.811 -8.461 0.105
H 3.008 -2.811 -7.277 0.100
H 1.818 -3.539 -8.400 0.098
H 1.444 -2.865 -5.477 0.112
H 0.389 -3.798 -6.506 0.110
H 1.529 -0.242 -6.303 0.123
H 0.293 0.112 -7.539 0.119
C -6.151 6.218 1.665 -0.171
C -6.703 6.753 3.009 -0.148
C -5.868 8.045 3.089 -0.235
O -4.605 7.697 2.572 -0.136
C -4.688 6.569 1.689 -0.201
H -6.570 6.679 0.771 0.115
H -6.168 5.128 1.635 0.106
H -6.472 6.151 3.889 0.105
H -7.768 6.977 3.059 0.104
H -5.736 8.424 4.103 0.113
H -6.397 8.863 2.601 0.110
H -4.159 5.710 2.103 0.115
H -4.197 6.849 0.758 0.122
O 7.266 -4.924 -4.245 -0.298
S 8.662 -4.590 -3.996 0.685
O 9.592 -5.563 -3.446 -0.304
O 9.266 -3.952 -5.422 -0.284
C 10.613 -3.956 -5.780 -0.301
C 10.863 -3.216 -7.116 -0.057
C 8.656 -2.998 -2.957 -0.076
H 11.003 -4.973 -5.830 0.117
H 11.133 -3.431 -4.978 0.112
H 10.448 -3.751 -7.970 0.073
H 11.908 -2.972 -7.305 0.077
H 10.262 -2.307 -7.118 0.073
H 9.697 -2.832 -2.679 0.055
H 8.033 -3.223 -2.092 0.065
H 8.312 -2.250 -3.672 0.062
O -8.220 -0.156 -1.507 -0.330
S -7.136 -0.536 -2.465 0.697
O -7.376 -1.438 -3.573 -0.303
O -6.424 0.883 -3.013 -0.282
C -5.389 0.761 -4.002 -0.272
C -5.688 1.795 -5.109 -0.061
C -5.702 -1.188 -1.482 -0.099
H -5.439 -0.240 -4.429 0.102
H -4.392 0.885 -3.580 0.123
H -5.354 2.792 -4.821 0.075
H -6.753 1.845 -5.339 0.077
H -5.279 1.591 -6.098 0.075
H -4.923 -1.406 -2.213 0.061
H -6.053 -2.104 -1.007 0.064
H -5.360 -0.405 -0.805 0.072
O 6.713 2.868 7.406 -0.286
S 7.317 1.855 6.591 0.677
O 8.667 1.356 6.860 -0.320
O 6.249 0.585 6.422 -0.258
C 6.709 -0.626 5.846 -0.304
C 6.173 -1.829 6.587 -0.066
C 7.385 2.550 4.825 -0.088
H 7.798 -0.645 5.888 0.106
H 6.415 -0.618 4.796 0.123
H 6.654 -2.698 6.139 0.080
H 5.084 -1.880 6.567 0.082
H 6.484 -1.874 7.631 0.080
H 8.257 3.187 4.678 0.061
H 6.513 3.167 4.612 0.061
H 7.325 1.734 4.105 0.053
O -0.203 -7.408 2.714 -0.305
S 0.298 -8.143 1.546 0.657
O 0.471 -9.571 1.660 -0.295
O -0.640 -7.800 0.230 -0.260
C -2.024 -7.654 0.459 -0.299
C -2.594 -8.958 0.936 -0.089
C 1.863 -7.408 0.984 -0.098
H -2.537 -7.339 -0.450 0.125
H -2.171 -6.886 1.218 0.112
H -3.643 -8.871 1.217 0.079
H -2.164 -9.148 1.919 0.065
H -2.460 -9.761 0.211 0.092
H 2.475 -7.254 1.873 0.074
H 1.575 -6.519 0.422 0.072
H 2.370 -8.106 0.318 0.070
O 1.118 8.767 -5.001 -0.300
S 1.360 7.825 -3.920 0.705
O 0.459 6.615 -3.821 -0.333
O 2.966 7.338 -3.985 -0.299
C 3.318 6.053 -3.328 -0.241
C 4.613 6.292 -2.564 -0.078
C 1.525 8.726 -2.321 -0.110
H 3.426 5.262 -4.070 0.120
H 2.566 5.782 -2.587 0.110
H 4.930 5.407 -2.012 0.086
H 4.433 7.112 -1.870 0.068
H 5.414 6.673 -3.196 0.076
H 1.948 8.125 -1.517 0.062
H 0.556 9.000 -1.904 0.067
H 2.197 9.554 -2.549 0.068
```

---

# C27H28BN10Ru

A molecular structure, C27H28BN10Ru at a distorted geometry (ωB97M-V/def2-TZVPD, OMol25).

Computed properties:
calculated total energy = -46597.21917 eV
spin multiplicity = 2
energy relative to the best compared isomer or geometry (same formula, charge and spin) = 142.4 kcal per mole
expectation value of S² = 0.889
frontier orbital gap (spin up / spin down) = 4.74 / 4.22 eV
net charge = +2

```
67
Properties=species:S:1:pos:R:3:lowdin_spin:R:1
Ru -0.183 -0.529 -0.035 0.816
C -0.347 -2.285 2.283 0.001
N 0.188 -0.935 2.026 -0.004
C -0.629 0.152 2.609 0.003
C -0.275 1.470 1.943 0.032
C -0.191 2.607 2.710 0.001
C 0.298 3.916 2.493 0.092
C 1.282 4.402 1.627 -0.001
C 1.090 3.125 -0.603 0.000
N -0.153 1.352 0.573 0.003
C 1.604 -0.808 2.428 0.001
C 2.548 -1.118 1.290 0.002
C 3.693 -1.882 1.445 0.000
C 4.565 -2.017 0.371 0.003
C 4.263 -1.367 -0.815 -0.001
C 3.093 -0.634 -0.891 0.002
N 2.246 -0.516 0.131 -0.003
C -0.385 -3.170 1.053 0.011
C -0.497 -4.549 1.193 -0.002
C -0.628 -5.348 0.068 0.015
C -0.651 -4.734 -1.175 -0.001
C -0.548 -3.358 -1.242 0.012
N -0.405 -2.586 -0.159 0.010
H -1.378 -2.197 2.653 0.000
H 0.224 -2.789 3.073 0.000
H -0.488 0.221 3.695 0.000
H -1.687 -0.063 2.401 0.001
H -0.518 2.464 3.733 0.000
H 0.030 4.602 3.285 0.004
H 1.792 5.280 2.016 -0.001
H 1.807 2.377 -0.995 -0.005
H 1.830 -1.437 3.297 0.000
H 1.784 0.235 2.717 0.001
H 3.913 -2.349 2.392 0.000
H 5.465 -2.606 0.463 0.000
H 4.924 -1.413 -1.667 0.000
H 2.827 -0.100 -1.794 0.000
H -0.497 -4.989 2.177 0.000
H -0.736 -6.417 0.161 0.001
H -0.758 -5.309 -2.080 0.000
H -0.610 -2.850 -2.197 0.000
C -4.780 -0.174 0.002 0.000
C -3.614 -0.817 0.408 0.001
N -2.551 -0.169 -0.060 -0.013
N -2.994 0.880 -0.772 -0.002
C -4.340 0.895 -0.747 0.002
B -2.167 1.760 -1.684 -0.002
N -1.175 2.780 -1.000 -0.025
C -0.754 3.808 -1.797 0.005
C 0.562 4.043 -1.665 -0.007
C 1.772 3.967 0.432 0.096
N -0.131 2.453 -0.189 -0.046
N -1.227 0.882 -2.552 -0.001
C -1.093 0.951 -3.882 -0.001
C -0.132 0.037 -4.281 0.000
C 0.280 -0.570 -3.102 -0.001
N -0.383 -0.043 -2.069 -0.005
H -5.790 -0.452 0.219 0.000
H -3.508 -1.706 1.002 0.000
H -4.895 1.651 -1.261 0.000
H -2.883 2.375 -2.384 0.000
H -1.456 4.292 -2.444 0.001
H 1.157 4.773 -2.170 -0.001
H 2.671 4.425 0.054 0.005
H -1.686 1.620 -4.470 0.000
H 0.211 -0.159 -5.274 0.000
H 1.008 -1.353 -2.967 0.000
```

---

# C20H30AgI2O15

A molecular structure, C20H30AgI2O15 at a distorted geometry (ωB97M-V/def2-TZVPD, OMol25).

Computed properties:
calculated total energy = -72136.54918 eV
spin multiplicity = 2
energy relative to the best compared isomer or geometry (same formula, charge and spin) = 105.3 kcal per mole
expectation value of S² = 0.754
frontier orbital gap (spin up / spin down) = 6.19 / 3.31 eV

```
68
Properties=species:S:1:pos:R:3:lowdin_spin:R:1
Ag -0.085 -0.229 -0.197 0.052
I 0.723 0.155 -2.948 0.866
I -1.093 -0.705 2.325 0.051
C 3.920 5.307 0.603 0.000
C 3.637 3.749 0.579 0.000
C 3.401 3.076 1.970 0.000
O 2.280 2.238 1.827 0.000
C 1.673 2.607 0.688 0.000
O 0.604 2.117 0.262 0.001
O 2.404 3.529 -0.038 0.001
H 3.391 5.770 -0.229 0.000
H 4.953 5.653 0.638 0.000
H 3.431 5.623 1.524 0.000
H 4.396 3.362 -0.100 0.000
H 3.278 3.793 2.781 0.000
H 4.291 2.532 2.286 0.000
C -6.395 0.751 -1.156 0.000
C -5.697 -0.635 -1.552 0.000
C -5.152 -0.453 -2.998 0.000
O -3.814 -0.869 -2.856 0.001
C -3.358 -0.880 -1.626 0.001
O -2.139 -0.865 -1.359 0.019
O -4.446 -0.717 -0.748 0.000
H -6.978 1.179 -1.972 0.000
H -5.544 1.391 -0.926 0.000
H -6.913 0.746 -0.196 0.000
H -6.380 -1.484 -1.598 0.000
H -5.057 0.595 -3.284 0.000
H -5.753 -1.041 -3.692 0.000
C -2.768 4.863 2.846 0.000
C -3.545 4.322 1.612 0.000
C -3.283 4.969 0.243 0.000
O -3.020 3.824 -0.576 0.000
C -2.683 2.795 0.173 0.000
O -2.160 1.793 -0.216 0.000
O -3.024 3.032 1.365 0.000
H -3.048 5.886 3.100 0.000
H -1.734 4.875 2.504 0.000
H -2.861 4.060 3.576 0.000
H -4.630 4.283 1.708 0.000
H -2.388 5.588 0.183 0.000
H -4.172 5.473 -0.135 0.000
C 5.862 -3.345 1.368 0.000
C 5.447 -1.944 0.854 0.000
C 5.381 -1.665 -0.631 0.000
O 4.028 -1.165 -0.734 0.004
C 3.371 -1.156 0.434 0.000
O 2.247 -0.654 0.459 0.004
O 4.096 -1.758 1.332 0.000
H 6.185 -3.471 2.402 0.000
H 6.779 -3.696 0.895 0.000
H 5.037 -4.049 1.474 0.000
H 6.272 -1.289 1.132 0.000
H 5.458 -2.596 -1.192 0.000
H 6.231 -1.027 -0.868 0.000
C -0.894 -7.031 -1.492 0.000
C -0.321 -5.933 -0.571 0.000
C 1.131 -5.653 -0.761 0.000
O 1.078 -4.232 -0.635 0.000
C -0.115 -3.730 -0.597 0.000
O -0.290 -2.550 -0.472 -0.001
O -1.035 -4.742 -0.816 0.000
H -0.160 -7.320 -2.245 0.000
H -1.932 -6.820 -1.749 0.000
H -0.870 -7.845 -0.767 0.000
H -0.499 -6.226 0.464 0.000
H 1.492 -6.082 -1.696 0.000
H 1.760 -6.077 0.022 0.000
```

---

# C6H10N2O

A molecular structure, C6H10N2O at a distorted geometry (ωB97M-V/def2-TZVPD, OMol25).

Computed properties:
calculated total energy = -11405.22991 eV
energy relative to the best compared isomer or geometry (same formula, charge and spin) = 158.1 kcal per mole
frontier orbital gap = 9.83 eV

```
19
Properties=species:S:1:pos:R:3:lowdin_charge:R:1
C 2.832 0.852 -0.140 -0.341
C 1.286 0.563 -0.334 -0.248
C 0.687 -0.288 0.671 -0.203
C -0.705 -0.493 0.368 -0.283
C -1.394 -1.418 -0.469 -0.028
C -2.714 -1.248 -0.375 -0.127
H 3.276 1.203 -1.951 0.138
H 2.718 1.484 0.784 0.114
H 3.546 -0.360 0.136 0.203
H 1.096 0.286 -1.247 0.025
H 0.574 1.659 -0.606 0.218
H 1.142 -1.231 0.662 0.114
H 0.595 0.465 1.544 0.159
H -0.882 -1.810 -1.033 -0.025
H -3.585 -1.581 -0.843 0.101
H -4.010 -0.133 0.815 0.259
N -2.826 -0.339 0.580 -0.097
N -1.668 0.180 1.117 0.095
O 3.378 1.666 -1.057 -0.074
```